61
Properties=species:S:1:pos:R:3 method="wB97M-V/def2-TZVPD" fmax_ha_per_bohr=0.002 gap_ev=3.4 homo_energy_ha=0.01184 total_charge=-2 lumo_ev=3.759
Ba -0.12 1.05 -1.59
C -1.44 6.12 3.62
O -0.37 5.42 4.20
C 0.25 4.48 3.41
C 1.28 3.76 4.04
C 1.93 2.79 3.31
C 1.62 2.48 1.98
C 2.35 1.43 1.28
C 3.47 0.71 2.02
O 2.12 1.06 0.14
C 0.56 3.22 1.33
O 0.18 3.03 0.14
C -0.10 4.23 2.11
H -1.81 6.80 4.39
H -2.24 5.45 3.31
H -1.12 6.71 2.75
H 1.54 3.98 5.07
H 2.72 2.24 3.80
H 3.08 0.17 2.89
H 4.23 1.41 2.38
H 3.93 0.01 1.33
H -0.90 4.75 1.61
Cl 2.75 -4.24 -6.62
C 2.51 -2.83 -5.60
C 3.50 -1.90 -5.50
C 3.34 -0.76 -4.71
I 4.87 0.65 -4.63
C 2.17 -0.48 -3.97
O 1.97 0.55 -3.27
C 1.13 -1.52 -4.08
N 0.01 -1.29 -3.38
C -1.02 -2.11 -3.49
C -0.96 -3.26 -4.29
C 0.18 -3.55 -4.98
C 1.28 -2.66 -4.90
H 4.42 -2.04 -6.05
H -1.92 -1.82 -2.95
H -1.83 -3.91 -4.36
H 0.26 -4.43 -5.61
Te -3.41 0.61 -2.01
C -1.79 0.78 1.80
N -2.20 -0.61 1.65
C -3.65 -0.78 1.59
C -1.37 -1.45 0.97
N -0.28 -1.01 0.42
N -1.76 -2.79 0.95
C -2.06 -3.42 2.22
C -1.12 -3.67 0.00
H -2.31 1.19 2.66
H -2.08 1.35 0.91
H -0.72 0.84 1.96
H -4.06 -0.07 0.86
H -4.07 -0.60 2.59
H -3.91 -1.77 1.25
H 0.31 -1.79 0.13
H -2.45 -2.69 2.92
H -1.17 -3.88 2.66
H -2.81 -4.21 2.08
H -0.11 -3.97 0.32
H -1.06 -3.18 -0.97
H -1.73 -4.57 -0.10